Entry from the Open Molecules 2025 dataset: an isolated ion of composition C3H3Cl2N2 and charge +1 at a distorted geometry (ωB97M-V with the def2-TZVPD basis set).

Atoms and positions in Å:
N  0.02575  0.83448  2.06834
C  0.59558  -0.03936  1.48327
C  0.82438  -0.74029  0.33396
Cl  2.36197  -1.54175  -0.09172
N  0.01411  -0.43180  -0.76475
C  -0.95021  0.39148  -1.20027
Cl  -1.62765  0.32713  -2.74930
H  -0.04692  1.22116  3.02700
H  0.10612  -1.26731  -1.39922
H  -1.30313  1.24626  -0.70731

Computed properties:
Relative energy (zero: lowest compared OMol25 entry of this formula, charge and spin) in kcal/mol: 84.8
Total energy in eV: -31173.9100
Charge: +1
SMILES: N=C=C(Cl)/[NH+]=C/Cl

=====

Entry from the Open Molecules 2025 dataset: C3H3Cl2NS as an isolated structure at a distorted geometry (ωB97M-V with the def2-TZVPD basis set).

Atoms and positions in Å:
C  0.21413  -0.42871  0.89918
C  1.46584  -0.26485  0.48176
C  -0.84986  -0.00710  -0.05182
N  -0.35914  0.25040  -1.36395
S  1.83217  0.50468  -1.00918
Cl  -1.60289  1.56108  0.54011
Cl  -2.24893  -1.14617  -0.33453
H  -0.19321  -0.89713  1.71302
H  2.41341  -0.60849  1.00737
H  -0.67152  1.03629  -1.88196

Computed properties:
Relative energy (zero: lowest compared OMol25 entry of this formula, charge and spin) in kcal/mol: 40.6
Total energy in eV: -40527.2567
Charge: 0

=====

Entry from the Open Molecules 2025 dataset: a single C3H3Cl3 molecule at a distorted geometry (ωB97M-V with the def2-TZVPD basis set).

Atoms and positions in Å:
Cl  1.13852  1.80530  -0.45018
C  0.15848  0.69047  0.48648
C  -0.63661  -0.01146  -0.48431
Cl  -2.38018  -0.17843  -0.40939
C  0.24756  -0.76360  0.22241
Cl  1.69015  -1.44678  -0.43075
H  0.00133  1.06598  1.43369
H  -0.18518  -0.04672  -1.54949
H  -0.03407  -1.11475  1.18154

Computed properties:
Relative energy (zero: lowest compared OMol25 entry of this formula, charge and spin) in kcal/mol: 33.0
Total energy in eV: -40724.8793
Charge: 0
SMILES: Cl[C@H]1[C@H](Cl)[C@H]1Cl